Record 1
Formula: C39H87N3O30
Source: the Open Molecules 2025 dataset
Level of theory: ωB97M-V/def2-TZVPD

Geometry (Å):
H1 -17.8045 15.2479 11.2622
C1 -21.6489 20.2124 15.4887
H2 -15.7006 20.1714 18.1435
H3 -14.2734 12.6146 11.3426
H4 -16.2728 13.6141 14.9227
H5 -15.4488 21.9249 14.0209
C2 -16.6480 13.8522 15.9319
O1 -20.7994 17.4836 12.9842
C3 -13.4783 17.2991 16.7487
C4 -19.2004 17.0251 18.0950
O2 -13.5330 12.7174 13.2175
H6 -20.2937 16.9584 18.0582
H7 -22.6000 17.3355 15.2328
O3 -14.9778 15.1790 18.6914
H8 -13.9933 14.2977 11.8244
H9 -21.8832 15.9050 16.1303
H10 -19.9520 20.1175 11.0042
C5 -18.5225 18.7374 6.5453
H11 -15.7613 23.4436 13.3098
C6 -21.3804 20.9634 18.2403
H12 -18.7780 16.8530 19.1007
H13 -18.8531 19.6299 6.0077
H14 -12.8733 17.9274 12.3780
C7 -21.3589 16.3569 12.9638
O4 -8.4216 17.0060 11.8546
H15 -13.4106 16.9653 15.7270
H16 -20.1233 21.4171 14.6310
C8 -15.3606 15.7191 19.9450
H17 -17.9006 16.8243 14.5685
C9 -12.6360 20.5917 10.2697
C10 -15.9988 14.6352 17.9990
H18 -12.2876 18.2041 13.9848
C11 -18.5070 13.0663 12.5102
C12 -12.9883 13.5343 14.0654
H19 -15.7248 14.9407 20.6190
H20 -18.5481 25.8074 17.5190
C13 -13.0866 17.7368 13.4237
H21 -19.7535 25.2083 16.3977
H22 -19.6712 20.5867 16.1624
C14 -17.2170 14.3313 11.1530
H23 -7.1426 19.2847 14.6203
H24 -16.6934 16.1198 13.4396
H25 -11.8511 20.4873 9.5220
C15 -16.7161 18.2075 13.3213
H26 -23.2618 21.0395 16.4936
O5 -21.5190 15.5949 11.9014
C16 -11.1766 17.5561 17.1278
C17 -21.7996 16.6008 15.2790
C18 -20.1859 20.4597 15.1915
H27 -17.0554 22.2717 13.2377
H28 -22.4419 22.1252 15.4277
H29 -18.4953 26.3217 15.7436
C19 -10.6717 19.7411 17.9630
C20 -13.6091 13.2535 11.8705
O6 -12.9285 12.9359 15.2550
H30 -17.6263 13.7522 10.3541
H31 -15.1820 17.1518 12.2712
H32 -13.3059 19.7437 10.3241
H33 -17.6070 18.3793 6.0792
O7 -19.3612 13.0246 11.6833
C21 -16.9117 16.9512 14.1505
C22 -7.8738 18.5466 14.9114
H34 -17.0575 12.9014 16.3437
C23 -16.2463 22.6147 13.8764
C24 -18.7236 25.5668 16.4767
H35 -13.5567 16.4431 17.3838
H36 -13.2595 21.4437 10.0230
C25 -18.0247 19.1264 7.9628
O8 -8.5872 18.0357 13.8042
H37 -14.3943 17.8560 16.8659
H38 -18.4939 17.4527 8.9941
C26 -7.7590 17.5814 12.8630
C27 -12.3726 13.7800 16.2334
H39 -19.9405 16.2156 10.6950
O9 -17.1296 14.4772 18.3767
H40 -19.9057 11.8685 15.1242
H41 -17.4137 14.6258 15.8091
O10 -14.3352 18.2830 13.6911
H42 -17.0144 18.1420 9.4519
H43 -22.2861 20.4868 18.6128
H44 -10.2880 16.3893 12.9094
H45 -18.6347 18.1889 12.5278
H46 -16.8001 19.1584 13.8478
O11 -18.9312 18.3437 17.6234
O12 -16.7051 17.9074 17.7147
H47 -16.2132 16.9652 14.9764
H48 -21.0110 21.4770 19.1090
H49 -13.9201 21.9437 14.8427
C28 -15.3410 18.1833 12.6460
H50 -19.7254 10.7578 13.7301
H51 -12.7206 20.9194 15.6360
H52 -14.4725 16.1188 20.3971
H53 -11.2455 19.6296 18.8865
H54 -13.8430 20.1346 14.6063
H55 -20.6488 12.2725 13.7155
H56 -16.1037 16.5228 19.8916
O13 -16.8135 23.0533 15.1354
H57 -17.1554 19.7619 7.8085
H58 -15.2228 18.8854 11.8177
O14 -18.3086 20.5402 9.8825
O15 -17.3103 13.5999 12.3676
O16 -10.9406 16.4136 16.9577
C29 -19.7082 11.7916 14.0547
H59 -11.2902 13.8937 16.1136
O17 -17.9135 24.4027 16.3176
H60 -19.7151 19.6483 14.6545
H61 -10.1511 16.3217 11.1262
O18 -15.5822 14.3048 16.7775
H62 -21.9903 19.5215 13.4407
H63 -12.5921 13.1992 11.4318
C30 -17.4616 24.1637 15.0634
O19 -17.6321 24.8710 14.0995
H64 -15.5582 19.7515 16.4848
H65 -21.3138 15.2806 9.9644
H66 -18.7742 16.2716 17.4103
H67 -16.0562 21.3738 16.8268
O20 -17.4808 19.9540 17.1958
H68 -23.2770 19.3678 14.3906
C31 -9.8906 16.8624 12.0059
C32 -18.9532 20.0531 8.6924
H69 -19.8922 19.5687 8.9463
H70 -21.4679 17.0039 10.3227
O21 -14.0741 21.3047 12.2262
C33 -12.9011 21.0989 12.4471
H71 -13.0289 16.6750 13.6953
N1 -17.6673 18.1260 12.2230
C34 -17.6464 18.6809 17.5477
H72 -11.2742 20.2193 17.2248
H73 -17.5162 18.8745 11.5646
H74 -12.9406 14.7077 16.2289
C35 -21.0102 16.0631 10.6505
H75 -19.2981 17.9844 6.4561
C36 -16.1343 20.3578 17.1654
H76 -12.5946 13.3379 17.2461
H77 -19.3071 20.8698 8.0236
H78 -9.7446 20.2620 18.2067
N2 -17.6329 17.8769 8.6723
C37 -19.2407 20.9385 10.8866
H79 -21.7004 19.3262 16.1345
C38 -22.2886 21.3776 16.1665
O22 -6.5874 17.6111 12.9879
H80 -8.5854 19.0111 15.5777
O23 -21.5453 21.8820 17.1754
O24 -12.3527 21.0398 13.6680
O25 -12.4633 14.5961 13.8520
O26 -12.3649 18.1739 16.8698
H81 -20.6562 20.1759 18.0145
O27 -18.5023 12.4279 13.6825
H82 -19.6708 21.9273 10.6520
H83 -18.7045 20.9292 11.8263
O28 -10.2203 18.4420 17.4186
H84 -7.3238 17.8230 15.5288
C39 -13.2932 21.0712 14.7527
H85 -10.3310 17.8567 11.9318
H86 -20.8167 17.0846 15.3211
N3 -22.4612 19.9449 14.2258
H87 -16.1737 14.6114 10.9970
O29 -21.8271 15.7803 14.0493
O30 -12.0252 20.8077 11.5419

Computed properties:
- Energy: -3959.60145 Eh
- Multiplicity: 1
- F_max: 3.7 eV Å⁻¹
- HOMO-LUMO gap: 9.397 eV



Record 2
Formula: C4H9NO2
Source: the Open Molecules 2025 dataset
Level of theory: ωB97M-V/def2-TZVPD

Geometry (Å):
O1 0.5858 1.0371 -1.1682
C1 -1.7861 0.2259 0.8406
H1 1.4930 1.2470 -1.4331
C2 0.4192 1.1351 0.3851
N1 -0.3865 -0.0018 0.5403
C3 0.9807 -1.6422 -0.8790
H2 -2.2908 0.8471 0.0886
H3 -1.8854 0.7238 1.8064
H4 -0.0503 2.0992 0.6081
H5 -2.2862 -0.7423 0.8584
H6 1.9787 -1.2445 -0.7809
H7 -1.0603 -1.3323 -0.9740
C4 -0.1165 -0.8975 -0.6638
O2 1.6254 1.0588 1.0228
H8 1.9044 0.1304 1.0090
H9 0.8749 -2.6438 -1.2605

Computed properties:
- Energy: -362.94191 Eh
- Energy above the lowest of the compared OMol25 structures with the same formula, charge and spin: 90.1 kcal per mole
- Multiplicity: 1
- F_max: 3.9 eV Å⁻¹
- HOMO-LUMO gap: 9.298 eV



Record 3
Formula: C7H32O11
Source: the Open Molecules 2025 dataset
Level of theory: ωB97M-V/def2-TZVPD

Geometry (Å):
O1 -1.3209 -3.8001 -1.0883
H1 0.3137 -1.8143 -1.9416
H2 -1.1886 0.6661 3.2052
H3 3.7592 -1.2805 1.4863
O2 -2.3577 1.7982 1.7965
H4 3.6983 1.0340 0.4387
H5 4.4965 -2.1688 0.2755
O3 -1.4046 -0.2486 3.2124
H6 -1.7134 -1.6279 -3.3363
O4 3.9880 1.5777 -0.2383
C1 0.5001 0.2788 -2.0864
H7 -2.2798 3.7693 1.7201
C2 3.5293 -2.1558 0.8504
H8 -0.0322 0.4962 -3.1462
C3 2.3229 -1.7972 0.1058
H9 3.3448 -1.1817 -1.6952
C4 -1.1444 1.8869 -1.3115
H10 -1.2661 -3.0699 -0.3825
H11 1.7465 -0.3687 3.0426
H12 -3.2052 2.1589 1.8481
C5 1.2021 -1.1722 -2.1224
H13 1.4227 -2.0741 0.6955
H14 1.5226 -1.5037 -3.1285
H15 1.3505 1.0021 -1.9842
H16 -3.8812 1.1704 -0.8976
H17 2.1222 2.5138 -0.3174
H18 -4.2685 -0.2613 -0.8105
H19 -0.7654 4.0499 1.5112
C6 -0.6280 0.5047 -1.1118
H20 -2.3281 -0.3812 3.5842
H21 -0.7120 2.7596 -1.7631
O5 -1.9172 -2.6189 1.1425
H22 -1.6581 -3.3885 -1.8498
H23 -2.1584 -3.2809 1.7898
C7 2.3194 -1.2514 -1.1853
H24 2.2777 0.9283 3.4918
H25 1.2817 3.5326 0.3446
O6 -2.1169 2.2440 -0.6427
H26 4.5403 2.1287 0.2863
H27 -1.7061 -1.7519 1.6455
H28 3.4138 -3.0803 1.4297
O7 1.2152 2.7508 -0.1042
O8 2.5612 0.0823 3.0872
O9 -1.5873 4.3773 1.4251
O10 -3.8589 0.2924 -1.3622
H29 -3.0411 -1.5128 -2.4497
H30 -0.2635 0.2974 -0.1309
H31 -1.5443 -0.1659 -1.2875
O11 -2.3354 -1.9835 -2.8286
H32 -2.2452 1.6403 0.7876

Computed properties:
- Energy: -1113.39994 Eh
- Energy above the lowest of the compared OMol25 structures with the same formula, charge and spin: 114.4 kcal per mole
- Multiplicity: 1
- F_max: 5.9 eV Å⁻¹
- HOMO-LUMO gap: 8.625 eV



Record 4
Formula: C39H60GeN4P3RuS3Sb
Source: the Open Molecules 2025 dataset
Level of theory: ωB97M-V/def2-TZVPD

Geometry (Å):
C1 -0.9711 1.9154 -3.7018
H1 -1.0232 -3.2867 1.2616
C2 0.5423 3.6728 -2.6968
C3 -0.0753 -1.1704 2.6665
H2 6.0027 -2.6468 -2.3663
C4 -1.8463 -3.1394 -3.8498
N1 1.0034 -0.7583 1.8101
H3 -0.9267 5.3008 -1.0455
C5 4.6756 -0.6462 2.0523
H4 -3.5470 2.0117 3.1230
C6 -2.5143 2.2651 2.8645
C7 4.1883 3.9584 0.0984
H5 5.5053 -0.2056 1.5079
H6 -0.5274 1.4828 3.0480
H7 2.1615 -1.5883 -3.9602
C8 -0.3897 -3.5936 -0.8069
H8 0.1031 -4.6290 1.0305
C9 2.2970 -1.0276 2.2866
H9 -2.6670 -3.3884 -4.5278
C10 2.4787 2.2546 0.2723
H10 -3.0597 -4.5311 -1.9579
C11 4.6916 -1.5628 -1.0570
H11 -0.3007 1.5062 -4.4625
C12 4.1268 -2.1445 -3.2998
H12 0.7213 -4.0574 -2.6536
N2 3.0298 -0.1167 0.2000
C13 4.7514 1.6499 -0.3211
C14 0.1125 2.7995 0.3259
H13 4.0237 -2.2606 4.9392
H14 5.9215 -1.2728 3.6788
H15 1.7012 -3.3203 -1.3722
H16 -2.6594 0.6078 5.0677
H17 -1.4741 2.7770 -4.1465
C15 -1.5427 1.1506 3.2759
H18 1.1088 3.5932 -3.6298
H19 -1.3260 4.9709 0.6492
C16 0.8697 -3.9970 -1.5740
S1 -4.0031 1.0757 -0.0648
H20 6.1354 3.2736 -0.5390
C17 3.3873 -0.6042 1.5391
H21 -5.0569 -1.5839 3.1120
C18 3.8488 -1.7659 3.9894
C19 -3.4563 -3.5150 -1.9550
C20 2.8839 3.6093 0.3660
C21 -1.6433 0.8801 4.7774
C22 -0.1604 2.3311 -2.4580
N3 1.1753 1.8323 0.3544
H22 -1.3070 -4.0681 -3.6396
H23 0.1422 -0.8678 3.6922
H24 -2.6077 4.2917 -2.8390
C23 -1.7182 4.9828 -0.3689
H25 -0.2216 -2.2507 2.6747
C24 -0.1386 -3.6124 0.7068
C25 2.5486 -1.6589 3.5063
H26 -0.3840 2.9065 1.2921
H27 -3.0310 -2.2195 2.0265
H28 -1.6279 -3.0042 3.8957
C26 5.1172 2.9875 -0.2898
H29 -4.3736 -3.5250 -2.5505
C27 -4.2559 -0.8419 3.1151
H30 -3.0056 3.3462 0.0265
P1 -1.6467 -0.3646 2.2301
H31 -2.9595 -1.6085 -2.8342
H32 -2.5017 5.7422 -0.4072
H33 -1.1814 -2.4520 -4.3819
C28 0.0896 -1.1700 -2.4149
S2 -4.3449 0.3763 -3.8853
C29 -3.1750 3.7784 -2.0579
C30 -2.4483 -2.5315 -2.5789
C31 3.4549 -0.9540 -0.9197
S3 -4.0394 -0.9512 -0.2840
H34 -1.7374 1.1774 -3.4898
C32 5.0311 -2.1790 -2.2510
H35 1.7306 -2.0650 4.0901
C33 -2.3428 3.6471 -0.7771
C34 -2.4811 -2.3526 4.0914
H36 2.1761 4.3775 0.6548
H37 -0.1692 4.4940 -2.8223
Sb1 -5.5992 0.2659 -2.0966
H38 -0.4364 -0.3941 -2.9721
C35 3.4667 1.2748 0.0260
H39 -3.5045 2.8177 -2.4569
H40 1.1654 -4.9936 -1.2307
H41 -4.2623 -0.3546 4.0945
H42 -3.3171 -2.9946 4.3802
C36 2.8576 -1.5931 -3.1266
H43 0.4742 3.7738 0.0283
H44 -4.5009 -0.0896 2.3667
C37 2.4824 -1.0547 -1.8984
Ge1 0.6888 -0.0292 0.1327
H45 5.4758 0.8996 -0.6232
H46 -2.2598 3.1930 3.3886
H47 1.2539 3.9326 -1.9068
H48 -1.1722 -4.3232 -1.0119
H49 5.3999 -1.5694 -0.2365
H50 4.4919 4.9979 0.1795
H51 -0.9623 0.1013 5.1240
H52 4.3993 -2.5639 -4.2637
Ru1 -1.7473 0.0026 -0.1007
H53 -4.0628 4.3804 -1.8485
H54 -3.7319 -3.2863 -0.9246
P2 -1.1554 -2.0068 -1.3859
C38 -2.9090 -1.5391 2.8642
H55 0.6992 -2.9691 0.9721
H56 0.4714 -1.8888 -3.1317
N4 1.1592 -0.6591 -1.5748
C39 4.9144 -1.2289 3.2839
H57 0.6023 1.5737 -2.2728
H58 -2.2454 -1.7169 4.9483
H59 -1.3860 1.7972 5.3130
P3 -1.1371 2.2497 -0.8949
H60 -2.4810 2.4578 1.7948

Computed properties:
- Charge: +2
- Energy: -6371.42895 Eh
- Energy above the lowest of the compared OMol25 structures with the same formula, charge and spin: 25.9 kcal per mole
- Multiplicity: 1
- F_max: 3.7 eV Å⁻¹
- HOMO-LUMO gap: 4.458 eV



Record 5
Formula: C20H31BN9OPPtS2
Source: the Open Molecules 2025 dataset
Level of theory: ωB97M-V/def2-TZVPD

Geometry (Å):
C1 -2.2564 4.5646 2.2236
H1 -4.2386 -0.8496 -2.7699
H2 3.1558 3.0729 0.3288
N1 2.1497 1.5997 1.3617
N2 -1.7645 0.9081 -3.9232
H3 -0.7867 0.8018 -5.7475
N3 -2.7852 0.5298 -2.0272
C2 4.4530 2.0833 1.7352
H4 -1.8064 -3.3085 -0.4568
C3 4.5379 1.0525 2.6615
N4 -0.1263 -3.2586 0.7839
C4 2.2182 0.6519 2.2901
H5 4.0214 -1.8261 5.4463
H6 1.3013 -4.6931 -1.6817
C5 -1.7933 1.2107 -2.6071
H7 1.8118 -3.1902 -2.5059
B1 -3.2687 0.4388 -0.5216
H8 -2.5379 -0.2775 0.0896
H9 0.0603 1.7379 -4.4906
N5 -2.8847 3.6395 1.2946
H10 -2.9531 -0.3661 -5.1719
O1 2.8345 -1.9435 3.2289
C6 -2.7610 -0.0009 -4.1798
H11 -5.0609 2.5598 -0.8571
H12 5.3127 2.6899 1.4924
H13 5.4810 0.8167 3.1361
H14 -2.3939 4.2234 3.2476
C7 -0.2146 -1.6992 -1.7742
H15 1.2619 -4.7991 0.7518
C8 2.1615 -1.6876 -0.3123
H16 2.7692 -1.3662 -1.1613
C9 -2.4640 2.3951 1.0138
Pt1 0.3937 1.3927 -0.1092
H17 -4.3886 0.0264 -0.5768
H18 1.3024 0.1173 2.5135
H19 -1.1938 4.6375 2.0013
N6 2.0016 -3.1778 -0.3877
H20 -1.3557 2.4279 -5.3081
H21 -4.5447 4.8253 0.6371
H22 2.9289 -3.6069 -0.3808
H23 -2.7245 5.5365 2.0980
C10 1.2134 -3.7121 0.8296
C11 -0.7782 -3.6676 -0.4551
H24 1.7426 -3.3599 1.7147
C12 -4.0167 3.8931 0.5600
H25 -1.2725 -1.4380 -1.8455
C13 -0.2572 -1.8237 1.0384
H26 0.2251 -1.5717 1.9847
N7 3.9932 -0.9701 4.9140
C14 -0.9068 1.5100 -4.9320
H27 -0.7869 -4.7579 -0.5064
N8 -3.2968 1.8473 0.1216
C15 3.3813 -0.9639 3.7280
C16 3.3946 0.3111 2.9371
C17 -4.2662 2.7779 -0.1683
H28 2.6912 -1.4744 0.6183
S1 -1.0615 1.6952 1.7523
H29 -1.3053 -1.5498 1.1239
C18 -3.3885 -0.2346 -3.0002
H30 0.2708 -1.3624 -2.6942
P1 0.5103 -0.8444 -0.3197
H31 4.3538 -0.1285 5.3297
C19 1.2599 -3.6030 -1.6607
N9 -0.0850 -3.1525 -1.6373
C20 3.2496 2.3080 1.0877
S2 -0.7173 2.3824 -1.9057

Computed properties:
- Charge: +2
- Energy: -2630.27627 Eh
- Multiplicity: 3
- F_max: 0.7 eV Å⁻¹
- HOMO-LUMO gap (spin up / spin down): 7.639 / 6.480 eV
- <S²>: 2.0094



Record 6
Formula: C8H12N2O3
Source: the Open Molecules 2025 dataset
Level of theory: ωB97M-V/def2-TZVPD

Geometry (Å):
H1 -0.9066 0.8418 1.8185
H2 0.8557 -1.9824 -1.4930
H3 1.0130 2.7568 0.8019
C1 1.3039 -0.2172 -0.3910
H4 2.8170 -0.8848 -1.3829
O1 2.5201 -0.8428 -0.4232
C2 0.3127 -1.0509 -1.1462
C3 0.4357 1.9790 0.1937
O2 -3.1212 -1.1066 0.4463
N1 0.6675 -0.2074 0.8812
H5 0.7504 -1.0695 2.5938
H6 -1.7322 -1.8223 -1.3055
H7 -1.6417 1.2556 -0.9367
H8 1.1673 1.3996 -1.8045
N2 -2.9826 0.0456 -0.0771
H9 1.5193 -1.9015 1.4795
C4 -1.0345 -0.9608 -1.0610
H10 2.3488 1.5679 -0.6430
C5 -1.7402 0.1964 -0.6030
C6 0.6188 -1.4756 1.6208
H11 -0.2769 -2.1840 1.4571
C7 1.3797 1.2564 -0.7830
O3 -3.7929 0.9645 -0.0249
H12 -0.3857 2.6139 -0.2778
C8 -0.0956 0.8286 1.0599

Computed properties:
- Energy: -647.04595 Eh
- Energy above the lowest of the compared OMol25 structures with the same formula, charge and spin: 140.2 kcal per mole
- Multiplicity: 1
- F_max: 3.6 eV Å⁻¹
- HOMO-LUMO gap (spin up / spin down): 7.752 / 7.753 eV



Q: Among the records above, which one has the lowest energy?
A: C39H60GeN4P3RuS3Sb